# 1
This record from the OMol25 dataset describes a molecular structure, C41H54BaClN7O4P2S3Sb. The level of theory is ωB97M-V/def2-TZVPD.

Structure (ORCA input):
```
! RIJCOSX wB97M-V def2-TZVPD def2/J DEFGRID3
* xyz -2 2
Ba 0.38 -0.67 -0.70
C -3.45 3.88 3.31
C -2.31 2.91 3.58
C -1.42 3.39 4.73
P -1.23 2.34 2.17
C 0.01 3.72 1.97
C 1.00 3.30 0.87
C -0.41 5.17 1.73
C -2.28 2.39 0.66
C -2.73 3.60 0.10
C -3.33 3.67 -1.15
C -3.44 2.49 -1.89
C -3.07 1.28 -1.34
C -2.56 1.16 -0.02
N -2.28 -0.03 0.59
C -2.98 -1.19 0.39
C -4.20 -1.35 -0.32
C -4.79 -2.59 -0.47
C -4.23 -3.73 0.08
C -3.09 -3.59 0.87
C -2.49 -2.35 1.08
P -1.11 -1.98 2.23
C -0.54 -3.63 2.91
C -1.55 -4.49 3.71
C 0.14 -4.45 1.81
C -2.04 -1.40 3.77
C -1.06 -0.67 4.70
C -3.29 -0.56 3.52
H -4.08 3.96 4.20
H -4.08 3.54 2.49
H -3.09 4.89 3.07
H -2.76 1.97 3.91
H -0.99 4.38 4.52
H -0.59 2.70 4.93
H -2.01 3.47 5.65
H 0.53 3.68 2.93
H 0.50 3.24 -0.10
H 1.44 2.32 1.07
H 1.82 4.02 0.78
H -0.82 5.30 0.73
H 0.47 5.82 1.81
H -1.14 5.53 2.46
H -2.59 4.51 0.66
H -3.66 4.62 -1.55
H -3.82 2.52 -2.90
H -3.14 0.38 -1.95
H -4.68 -0.48 -0.76
H -5.71 -2.67 -1.04
H -4.66 -4.71 -0.08
H -2.67 -4.47 1.34
H 0.25 -3.32 3.60
H -1.35 -5.55 3.55
H -1.47 -4.31 4.79
H -2.59 -4.31 3.44
H -0.57 -4.80 1.06
H 0.63 -5.34 2.24
H 0.91 -3.88 1.28
H -2.36 -2.31 4.26
H -0.71 0.26 4.23
H -0.17 -1.27 4.93
H -1.55 -0.41 5.64
H -3.07 0.34 2.94
H -3.72 -0.26 4.49
H -4.05 -1.12 2.97
S 2.79 -4.31 -4.02
Sb 1.47 -3.85 -2.20
S -0.39 -2.54 -2.79
S 2.59 -2.68 -0.49
O 1.49 2.49 -6.13
C 2.73 2.06 -5.98
O 3.61 2.38 -6.74
C 3.00 1.14 -4.82
C 4.15 0.40 -4.68
Cl 5.53 0.33 -5.68
N 4.08 -0.26 -3.50
N 2.94 -0.01 -2.85
C 2.28 0.84 -3.62
C 0.93 1.29 -3.15
O 0.13 1.72 -3.99
O 0.68 1.16 -1.90
C 5.04 -1.16 -2.89
C 5.54 -2.25 -3.57
C 6.44 -3.08 -2.92
C 6.80 -2.83 -1.60
C 6.26 -1.75 -0.92
C 5.37 -0.91 -1.58
H 0.91 2.18 -5.37
H 5.21 -2.47 -4.57
H 6.82 -3.96 -3.43
H 7.48 -3.50 -1.09
H 6.50 -1.56 0.12
H 4.90 -0.07 -1.07
C 3.30 1.52 2.68
N 2.92 0.26 2.04
C 2.13 -0.54 2.99
N 2.88 -0.81 4.23
C 3.27 0.48 4.82
N 4.08 1.30 3.91
C 5.28 0.52 3.56
N 4.96 -0.76 2.93
C 4.15 -0.49 1.72
C 4.12 -1.53 3.86
H 2.40 2.07 2.94
H 3.89 2.11 1.98
H 1.86 -1.48 2.52
H 1.22 0.01 3.23
H 3.83 0.29 5.73
H 2.36 1.03 5.07
H 5.86 0.34 4.46
H 5.89 1.11 2.87
H 3.89 -1.43 1.24
H 4.75 0.10 1.03
H 4.69 -1.73 4.77
H 3.85 -2.47 3.39
*
```

For the relative energy (zero: lowest compared OMol25 entry of this formula, charge and spin), the calculation gives 1.739 eV. Its LUMO energy (spin up / spin down) is 3.74 / 3.59 eV.

***

# 2
This record from the OMol25 dataset describes 10 unconnected molecules or ions with the total composition C41H56BF27O27S. The level of theory is ωB97M-V/def2-TZVPD.

Structure (ORCA input):
```
! RIJCOSX wB97M-V def2-TZVPD def2/J DEFGRID3
* xyz 0 1
O 2.65 -9.32 -3.95
C 2.69 -8.45 -4.87
O 1.47 -8.26 -5.63
C 0.69 -7.33 -4.82
C -0.78 -7.03 -5.39
C -1.56 -6.21 -4.22
C -2.80 -5.34 -4.77
S -4.22 -5.66 -3.57
O -3.71 -5.69 -2.14
O -5.18 -4.51 -3.65
O -4.94 -7.12 -3.96
O 3.88 -7.69 -5.08
O 4.18 -6.96 -3.94
B 4.04 -5.51 -4.14
O 3.96 -4.56 -3.06
O 3.94 -5.03 -5.50
H 1.26 -6.34 -4.75
H 0.55 -7.83 -3.79
H -0.71 -6.30 -6.27
H -1.35 -8.00 -5.66
H -1.84 -6.95 -3.40
H -0.78 -5.48 -3.77
H -3.05 -5.67 -5.84
H -2.54 -4.23 -4.68
H -4.37 -7.61 -4.60
H 3.09 -4.72 -2.62
H 2.98 -4.93 -5.68
C -2.81 -0.30 -1.76
C -1.77 -0.74 -0.75
O -0.99 -1.84 -1.26
C 0.02 -1.51 -2.09
O 0.29 -0.38 -2.42
C 0.78 -2.76 -2.52
F -0.05 -3.78 -2.87
F 1.56 -3.24 -1.53
F 1.58 -2.55 -3.58
H -3.43 -1.15 -2.06
H -3.45 0.48 -1.33
H -2.34 0.09 -2.66
H -2.26 -1.10 0.16
H -1.12 0.09 -0.45
C -4.60 -7.65 -0.26
C -5.53 -8.75 0.21
O -4.79 -9.77 0.91
C -4.51 -9.52 2.20
O -4.83 -8.51 2.78
C -3.78 -10.70 2.83
F -2.79 -11.18 2.03
F -4.61 -11.73 3.07
F -3.20 -10.39 4.00
H -3.79 -8.07 -0.87
H -5.14 -6.92 -0.86
H -4.13 -7.13 0.58
H -6.00 -9.23 -0.65
H -6.33 -8.35 0.84
C 3.28 2.25 -3.08
C 3.47 2.55 -1.61
O 3.29 3.95 -1.35
C 2.01 4.37 -1.22
O 1.05 3.65 -1.31
C 1.98 5.86 -0.90
F 2.82 6.58 -1.67
F 2.33 6.11 0.38
F 0.76 6.40 -1.06
H 3.94 2.88 -3.69
H 3.49 1.20 -3.29
H 2.25 2.46 -3.40
H 4.49 2.30 -1.32
H 2.80 1.95 -0.99
C -5.68 -0.42 4.36
C -5.99 -1.53 3.37
O -6.54 -0.98 2.15
C -5.64 -0.50 1.27
O -4.45 -0.50 1.44
C -6.36 0.00 0.01
F -7.45 0.74 0.29
F -6.78 -1.02 -0.76
F -5.57 0.76 -0.76
H -6.57 0.20 4.53
H -5.34 -0.83 5.31
H -4.90 0.25 3.97
H -6.75 -2.19 3.78
H -5.11 -2.14 3.16
C 10.57 -7.42 -7.32
C 9.60 -6.40 -7.88
O 8.25 -6.82 -7.68
C 7.72 -6.58 -6.46
O 8.32 -6.05 -5.56
C 6.26 -7.03 -6.41
F 6.07 -8.25 -6.96
F 5.48 -6.20 -7.08
F 5.80 -7.12 -5.11
H 10.37 -8.41 -7.74
H 11.60 -7.14 -7.54
H 10.46 -7.52 -6.24
H 9.75 -6.31 -8.96
H 9.77 -5.41 -7.45
C 3.96 8.89 -0.07
C 4.68 8.07 0.98
O 5.80 8.80 1.52
C 5.50 9.69 2.49
O 4.40 9.90 2.90
C 6.78 10.36 3.00
F 7.60 10.74 2.00
F 7.50 9.53 3.79
F 6.53 11.47 3.73
H 4.66 9.22 -0.84
H 3.17 8.31 -0.53
H 3.52 9.79 0.37
H 5.09 7.17 0.52
H 4.01 7.75 1.78
C -1.46 8.27 -2.32
C -2.47 9.27 -2.84
O -3.81 8.81 -2.60
C -4.30 9.03 -1.36
O -3.68 9.57 -0.48
C -5.74 8.53 -1.26
F -5.90 7.31 -1.81
F -6.60 9.35 -1.89
F -6.16 8.43 0.01
H -1.64 7.28 -2.75
H -0.44 8.58 -2.58
H -1.52 8.17 -1.24
H -2.37 9.37 -3.93
H -2.32 10.26 -2.41
C -11.16 -0.60 7.81
C -10.11 -1.04 8.81
O -9.34 -2.14 8.29
C -8.33 -1.81 7.46
O -8.06 -0.68 7.13
C -7.57 -3.06 7.02
F -8.39 -4.07 6.68
F -6.78 -3.53 8.01
F -6.77 -2.84 5.96
H -11.78 -1.45 7.51
H -11.80 0.18 8.23
H -10.70 -0.21 6.90
H -10.60 -1.40 9.72
H -9.46 -0.21 9.11
C 7.05 10.94 6.58
C 8.42 10.42 6.95
O 8.63 10.50 8.37
C 8.10 9.50 9.10
O 7.48 8.57 8.64
C 8.44 9.68 10.58
F 8.26 10.95 11.00
F 9.73 9.38 10.84
F 7.69 8.90 11.39
H 6.91 11.96 6.97
H 6.92 10.96 5.50
H 6.26 10.32 7.02
H 9.19 11.04 6.48
H 8.57 9.40 6.59
*
```

The structure (SMILES) is O=C(OCCCCS(=O)(=O)O)OOB(O)O.CCOC(=O)C(F)(F)F.CCOC(=O)C(F)(F)F.CCOC(=O)C(F)(F)F.CCOC(=O)C(F)(F)F.CCOC(=O)C(F)(F)F.CCOC(=O)C(F)(F)F.CCOC(=O)C(F)(F)F.CCOC(=O)C(F)(F)F.CCOC(=O)C(F)(F)F. Its LUMO energy is -0.35 eV.

***

| no. | F_max (eV/Å) | calculated total energy (eV) |
| --- | --- | --- |
| 1 | 3.743 | -132858.1209 |
| 2 | 6.239 | -183589.1130 |